(1)
The ion C5H9OS with charge -1 in a non-equilibrium geometry, computed with wB97M-V/def2-TZVPD.

```
! wB97M-V def2-TZVPD RIJCOSX def2/J DEFGRID3
* xyz -1 1
S 0.68 -2.63 0.58
O -1.27 -1.90 -0.98
C 1.38 0.23 -0.51
C -0.35 -1.57 -0.25
C -1.04 0.79 -0.82
C -0.04 -0.06 -0.03
C -0.15 0.26 1.46
H 0.12 1.30 1.66
H 0.51 -0.39 2.02
H -1.17 0.09 1.81
H -0.83 1.85 -0.68
H 1.46 0.04 -1.58
H -2.05 0.58 -0.49
H 1.66 1.27 -0.32
H 2.08 -0.42 0.01
H -0.98 0.55 -1.88
*
```

The calculation puts the energy above the lowest of the compared OMol25 structures with the same formula, charge and spin at 0.000 eV. The SMILES is CC(C)(C)C([O-])=S. The value obtained for the LUMO energy is 3.7297 eV. The electronic energy comes out at -669.40852 Ha. The maximum force comes out at 1.26 eV/A.

***

(2)
A structure of composition C29H28IrN4O2S2, computed with wB97M-V/def2-TZVPD.

```
! wB97M-V def2-TZVPD RIJCOSX def2/J DEFGRID3
* xyz -1 1
Ir -0.22 -0.99 -0.45
S -1.84 -1.99 -1.93
S 1.42 -1.95 -1.81
O -3.79 2.09 4.56
O -3.63 3.81 3.09
N 2.31 3.06 0.66
N -0.88 -2.38 0.95
N -0.45 0.72 -1.60
N -1.40 0.10 0.74
C -1.01 3.09 -2.91
C 2.89 -1.55 2.59
C -1.01 -4.53 1.94
C 1.35 3.38 1.70
C -2.72 1.73 2.50
C -0.82 -2.56 -3.26
C -1.61 -3.12 -4.41
C 2.32 4.10 -0.35
C 1.42 -0.58 0.86
C -1.45 -1.83 2.04
C 2.01 1.77 0.04
C -0.03 0.91 -2.85
C -0.69 -3.70 0.88
C 2.21 0.58 0.96
C -1.67 1.36 0.37
C 3.61 -0.37 2.69
C 1.39 -3.11 -4.31
C -2.43 0.41 2.84
C -2.34 2.20 1.25
C 0.52 -2.56 -3.21
C -1.20 1.68 -0.99
C -0.29 2.08 -3.54
C -1.78 -2.61 3.14
C -3.46 2.65 3.50
C -1.48 2.88 -1.63
C -1.54 -3.97 3.09
C 3.27 0.67 1.86
C -1.76 -0.39 1.92
C 1.84 -1.64 1.69
H 1.35 -2.60 1.63
H 0.34 3.54 1.29
H 3.83 1.60 1.89
H 4.43 -0.28 3.39
H 1.00 1.77 -0.35
H 3.07 3.88 -1.11
H -2.59 3.23 1.02
H 1.65 4.28 2.22
H 2.68 1.65 -0.82
H -2.07 3.63 -1.11
H -2.75 0.06 3.81
H -2.30 -2.37 -4.81
H -0.83 -5.59 1.86
H -0.96 -3.46 -5.22
H -0.26 -4.06 -0.05
H -1.22 4.02 -3.42
H 1.30 2.56 2.42
H 1.34 -4.20 -4.37
H 1.34 4.20 -0.86
H 0.08 2.20 -4.54
H 1.12 -2.71 -5.29
H -1.78 -4.59 3.94
H -2.22 -3.97 -4.08
H 2.44 -2.85 -4.13
H 0.52 0.09 -3.28
H 2.56 5.06 0.11
H -2.23 -2.15 4.01
H 3.14 -2.41 3.21
*
```

The calculation puts the energy above the lowest of the compared OMol25 structures with the same formula, charge and spin at 0.198 eV. The value obtained for the LUMO energy is 1.7237 eV. The electronic energy comes out at -2392.26560 Ha. The maximum force comes out at 0.68 eV/A.

***

(3)
A cluster of 2 separate species, C9H14 in total in a non-equilibrium geometry, computed with wB97M-V/def2-TZVPD.

```
! wB97M-V def2-TZVPD RIJCOSX def2/J DEFGRID3
* xyz 0 1
C -1.90 1.77 -1.09
C 0.14 0.76 -2.69
C -1.11 1.03 -3.19
C -2.15 1.52 -2.45
C 0.37 -1.45 2.64
C 1.71 0.72 -0.75
C 0.65 -2.77 3.36
C -0.71 1.40 -0.51
C 0.35 0.88 -1.31
H -0.70 -1.39 2.46
H -3.07 1.93 -2.88
H 0.92 -1.24 1.72
H 2.54 1.05 -1.37
H 1.69 -2.87 3.70
H 0.34 -3.60 2.70
H 1.76 0.93 0.33
H 1.90 -0.37 -0.80
H 0.01 -2.87 4.24
H -1.48 0.93 -4.23
H 0.83 -0.73 3.32
H -2.63 2.40 -0.57
H -0.56 1.40 0.56
H 1.11 0.58 -3.16
*
```

The calculation puts the energy above the lowest of the compared OMol25 structures with the same formula, charge and spin at 1.097 eV. The SMILES is Cc1ccccc1.CC. The value obtained for the LUMO energy is 0.9420 eV. The electronic energy comes out at -351.28988 Ha. The maximum force comes out at 2.90 eV/A.

***

(4)
A structure of composition C19H16IrN4O2S6 in a non-equilibrium geometry, computed with wB97M-V/def2-TZVPD.

```
! wB97M-V def2-TZVPD RIJCOSX def2/J DEFGRID3
* xyz -1 1
Ir -0.72 -1.03 0.00
S 1.11 -0.62 -1.47
S 0.35 -4.47 -3.27
S 2.46 -2.55 -3.32
S -1.32 -2.95 -1.29
S -1.83 0.12 -2.71
S 2.69 -4.97 -5.05
O 0.84 -2.03 0.79
O -2.61 -0.22 0.29
N -1.80 2.59 -1.69
N -3.34 2.14 -3.43
N 1.22 -0.05 1.90
N -0.04 0.28 1.40
C -3.71 3.43 -3.50
C 3.23 -3.08 1.64
C 4.47 -3.58 2.01
C 1.11 -2.16 -2.29
C -3.16 4.33 -2.65
C -4.27 1.41 0.71
C -2.21 3.82 -1.72
C -2.32 1.68 -2.59
C 5.38 -2.78 2.67
C 1.88 -4.04 -3.94
C -2.85 0.90 0.87
C 1.57 -1.24 1.51
C -0.62 1.32 1.90
C 2.90 -1.76 1.93
C -1.98 1.65 1.63
C 0.13 -3.07 -2.24
C 5.05 -1.46 2.96
C 0.15 2.19 2.86
C 3.81 -0.95 2.59
H -0.44 3.05 3.16
H -4.88 0.65 0.25
H -1.75 4.48 -0.99
H 0.44 1.61 3.74
H 3.54 0.08 2.80
H -2.37 2.55 2.07
H 5.76 -0.82 3.47
H 2.51 -3.69 1.10
H -3.71 1.45 -4.07
H 1.08 2.52 2.39
H 6.35 -3.17 2.96
H -4.27 2.30 0.07
H 4.72 -4.61 1.77
H -3.44 5.37 -2.68
H -4.44 3.69 -4.26
H -4.69 1.69 1.68
*
```

The calculation puts the energy above the lowest of the compared OMol25 structures with the same formula, charge and spin at 2.066 eV. The value obtained for the LUMO energy is 2.0598 eV. The electronic energy comes out at -3596.67953 Ha. The maximum force comes out at 1.58 eV/A.

***

(5)
The molecule C4H9NO2 in a non-equilibrium geometry, computed with wB97M-V/def2-TZVPD.

```
! wB97M-V def2-TZVPD RIJCOSX def2/J DEFGRID3
* xyz 0 1
O 0.80 -0.89 -2.49
O -0.86 -0.09 2.55
N -0.05 -0.02 -0.56
C 0.36 0.77 0.62
C -1.25 0.47 -1.26
C 0.92 -0.58 -1.32
C 0.42 -0.03 1.93
H 0.68 -1.06 1.71
H -2.08 0.38 -0.57
H 1.35 1.17 0.39
H -1.10 1.49 -1.58
H 1.17 0.47 2.55
H -0.92 0.57 3.24
H -1.43 -0.17 -2.12
H -0.34 1.59 0.75
H 1.87 -0.79 -0.79
*
```

The calculation puts the energy above the lowest of the compared OMol25 structures with the same formula, charge and spin at 1.498 eV. The SMILES is CN(C=O)CCO. The value obtained for the LUMO energy is 0.6662 eV. The electronic energy comes out at -363.03050 Ha. The maximum force comes out at 1.06 eV/A.

***

(6)
A structure of composition C35H36GeN5OPRuS2 in a non-equilibrium geometry, computed with wB97M-V/def2-TZVPD.

```
! wB97M-V def2-TZVPD RIJCOSX def2/J DEFGRID3
* xyz -1 2
Ru 0.60 -0.37 -0.77
Ge 3.11 -1.95 0.96
S -0.10 -1.24 -3.24
S 2.50 0.45 -2.21
P -1.38 0.98 -1.21
O -1.17 -1.97 -0.38
N -0.04 -0.41 1.37
N 1.34 1.72 0.39
N 4.68 -0.47 -4.97
N 1.36 -1.95 -6.56
N -0.69 -1.47 1.81
C -2.96 -5.55 0.68
C 2.07 2.72 -0.07
C 0.29 0.58 2.20
C -1.42 2.07 -3.80
C 4.23 -0.30 0.85
C 3.67 -0.45 -4.42
C 4.35 -3.52 0.75
C -3.86 3.02 2.11
C 1.35 -1.59 -5.46
C -1.91 -3.47 1.30
C -1.08 2.26 -2.47
C -3.44 1.70 2.22
C 2.45 3.82 0.69
C -2.74 -4.96 3.00
C 0.96 1.71 1.70
C -1.23 -2.24 0.86
C -1.14 3.04 -4.74
C 2.35 -2.14 2.79
C -2.81 0.05 -1.89
C -2.34 1.87 0.08
C -2.13 -3.78 2.65
C 2.48 -0.44 -3.68
C -0.38 3.41 -2.11
C -0.13 0.52 3.65
C -0.10 4.38 -3.05
C -2.70 1.13 1.20
C -3.53 3.75 0.98
C -2.78 3.19 -0.03
C 1.35 -1.09 -4.16
C -2.35 -4.37 0.33
C -0.49 4.21 -4.37
C 1.27 2.84 2.52
C 1.80 -2.08 -0.52
C 2.00 3.87 2.02
C -3.16 -5.86 2.02
H -4.44 3.48 2.90
H -3.56 0.75 -2.29
H 2.36 2.67 -1.11
H 2.37 -2.29 -1.44
H -1.43 2.89 -5.77
H 0.45 5.27 -2.77
H -2.48 -0.64 -2.66
H -0.55 -0.45 3.85
H -1.89 1.14 -4.11
H 4.80 -3.55 -0.24
H 3.06 4.59 0.26
H -3.88 4.78 0.89
H 1.14 -2.93 -0.34
H 3.60 0.58 0.81
H 4.84 -0.32 -0.04
H -3.70 1.12 3.09
H -2.19 -4.12 -0.71
H -3.63 -6.79 2.30
H -2.41 0.09 1.28
H 0.73 0.68 4.31
H -3.28 -6.24 -0.09
H 2.84 -2.97 3.30
H -3.25 -0.55 -1.09
H -0.88 1.29 3.86
H -0.06 3.55 -1.08
H 0.90 2.85 3.53
H -2.90 -5.20 4.04
H -1.80 -3.08 3.41
H -2.53 3.77 -0.90
H 5.15 -3.46 1.48
H 2.52 -1.24 3.38
H -0.28 4.97 -5.11
H 3.81 -4.45 0.91
H 2.24 4.73 2.63
H 4.89 -0.22 1.72
H 1.29 -2.34 2.77
*
```

The calculation puts the energy above the lowest of the compared OMol25 structures with the same formula, charge and spin at 0.159 eV. The value obtained for the LUMO energy (spin up / spin down) is 1.5182 / 1.5722 eV. The electronic energy comes out at -5013.92769 Ha. The maximum force comes out at 3.41 eV/A.

***

(7)
A cluster of 2 separate species, C5H8N5O in total in a non-equilibrium geometry, computed with wB97M-V/def2-TZVPD.

```
! wB97M-V def2-TZVPD RIJCOSX def2/J DEFGRID3
* xyz 1 1
O -3.06 -0.70 -0.17
N -3.01 0.57 0.19
N 1.37 0.23 0.42
N -0.11 -0.65 1.58
N -0.60 0.44 -2.34
N -2.22 -0.92 -1.25
C -2.01 1.09 -0.42
C 0.97 -0.54 2.47
C 0.08 -0.29 0.33
C 1.95 0.00 1.68
C -1.36 0.06 -1.31
H -1.00 -1.12 1.77
H -1.91 2.19 -0.69
H -2.19 -1.90 -1.42
H -0.02 -0.19 -2.79
H 2.82 0.31 2.14
H 1.94 0.60 -0.27
H -0.11 1.41 -2.27
H 0.90 -0.60 3.57
*
```

The calculation puts the energy above the lowest of the compared OMol25 structures with the same formula, charge and spin at 6.144 eV. The value obtained for the LUMO energy is -3.4558 eV. The electronic energy comes out at -543.93010 Ha. The maximum force comes out at 4.01 eV/A.

***

(8)
The molecule C19H24ClN5O5S2 in a non-equilibrium geometry, computed with wB97M-V/def2-TZVPD.

```
! wB97M-V def2-TZVPD RIJCOSX def2/J DEFGRID3
* xyz 0 1
Cl -1.73 3.54 -2.44
S 5.35 1.28 0.04
S -2.99 0.45 1.81
O 0.32 -4.32 0.01
O -2.43 1.63 2.39
O -4.57 -1.07 -0.21
O 4.77 -3.18 -1.89
O -4.21 -0.07 2.33
N 2.83 1.43 0.44
N -0.23 -2.15 0.13
N 3.02 0.22 -0.08
N 4.74 -1.19 -0.90
N -1.84 -0.74 1.98
C -3.16 0.78 0.04
C -0.46 -0.37 1.77
C -2.48 1.87 -0.46
C 4.09 -2.31 -1.41
C -5.51 -1.82 -0.95
C 3.89 2.13 0.58
C 0.67 -3.16 0.09
C -4.10 0.35 -2.12
C 2.15 -2.79 0.08
C 0.02 -0.74 0.36
C 3.94 3.49 1.15
C 2.59 -2.35 -1.33
C -2.17 -2.10 1.63
C 4.77 3.53 2.44
C -1.64 -2.48 0.24
C 4.25 -0.04 -0.36
C -3.98 0.00 -0.78
C -2.60 2.19 -1.80
C -3.41 1.44 -2.63
H 2.69 -3.71 0.34
H -2.18 -1.93 -0.54
H -4.73 -0.22 -2.79
H 4.34 2.86 3.19
H 1.07 -0.49 0.24
H 4.79 4.54 2.84
H 5.80 3.22 2.24
H -1.75 -3.55 0.08
H -6.32 -1.19 -1.32
H 4.38 4.17 0.42
H -1.72 -2.76 2.38
H 2.24 -3.09 -2.05
H 0.15 -0.90 2.51
H 2.38 -2.02 0.81
H 2.17 -1.37 -1.57
H -3.25 -2.18 1.67
H -1.88 2.46 0.22
H -3.51 1.70 -3.67
H 5.75 -1.24 -0.99
H -5.03 -2.33 -1.79
H -5.90 -2.56 -0.26
H -0.56 -0.18 -0.38
H 2.92 3.80 1.35
H -0.37 0.70 1.94
*
```

The calculation puts the energy above the lowest of the compared OMol25 structures with the same formula, charge and spin at 0.200 eV. The SMILES is CCc1nnc(NC(=O)CCC(=O)N2CCN(S(=O)(=O)c3cc(Cl)ccc3OC)CC2)s1. The value obtained for the LUMO energy is 0.2257 eV. The electronic energy comes out at -2644.96910 Ha. The maximum force comes out at 1.51 eV/A.

***

> The lowest electronic energy belongs to which entry?

C35H36GeN5OPRuS2